The following is a quantum chemistry calculation of the ion C8H16NO with charge +1 in a non-equilibrium geometry, from the Open Molecules 2025 dataset.

Calculated values
total energy = -444.1013 Eh
relative energy (zero: lowest compared OMol25 entry of this formula, charge and spin) = 2.276 eV
molar mass = 142.22 g/mol
highest occupied orbital energy = -14.166 eV
total charge = +1
maximum force = 0.1134 Eh/bohr
gap between HOMO and LUMO = 10.1 eV

Cartesian coordinates (Å):
1 C -1.2508 0.6396 2.6213
2 C -0.0892 0.5822 1.5973
3 C 1.1819 1.2488 1.8941
4 N -0.3863 -0.2492 0.5893
5 C -1.6102 -0.7446 0.2377
6 C 0.7103 -0.8286 -0.3256
7 C 1.0313 0.3834 -1.3083
8 C 0.4851 -0.0906 -2.6003
9 C 0.7654 -1.5922 -2.5094
10 O 0.2371 -1.9266 -1.1785
11 H -2.0151 1.3291 2.3360
12 H -1.6814 -0.3020 2.7831
13 H -0.8693 1.0542 3.5128
14 H 1.7418 0.8723 2.7454
15 H 0.9011 2.1578 2.2037
16 H 1.8424 1.1775 1.1152
17 H -2.4350 -0.0859 0.6051
18 H -1.6192 -0.9310 -0.8457
19 H -1.7133 -1.6819 0.6481
20 H 1.5855 -1.2560 0.2407
21 H 2.0514 0.6255 -1.4274
22 H 0.4902 1.2547 -0.8021
23 H -0.5550 0.0713 -2.7202
24 H 1.1315 0.2533 -3.4406
25 H 0.2381 -2.3197 -3.0839
26 H 1.7983 -1.7890 -2.6348

These are the Löwdin partial charges, in e, on atoms 1 to 8: number 1, C, carries 0.0301; number 2, C, carries -0.1482; number 3, C, carries 0.0415; number 4, N, carries -0.0524; number 5, C, carries -0.0236; number 6, C, carries -0.1745; number 7, C, carries -0.1137; number 8, C, carries -0.1481

The following is a quantum chemistry calculation of a structure of composition C31H45ClIrN4OSeSiTe, from the Open Molecules 2025 dataset.

Calculated values
total energy = -5025.8696 Eh
relative energy (zero: lowest compared OMol25 entry of this formula, charge and spin) = 0.000 eV
molar mass = 952.04 g/mol
highest occupied orbital energy (alpha / beta) = -10.513 / -10.513 eV
total charge = +1
maximum force = 0.0015 Eh/bohr
gap between HOMO and LUMO (alpha / beta) = 7.6 / 7.6 eV

Cartesian coordinates (Å):
1 Ir -0.8640 0.4468 1.1223
2 C 3.7579 -5.2837 -3.8116
3 C 3.3832 -3.9674 -3.1932
4 C 2.0563 -3.5735 -3.0919
5 C 1.6828 -2.3569 -2.5267
6 C 0.2269 -1.9947 -2.4592
7 C 2.7053 -1.5323 -2.0496
8 Te 2.3191 0.2833 -1.0695
9 N 0.9220 -0.3137 0.2208
10 C 1.3822 -0.6581 1.4312
11 O 0.5447 -0.4706 2.3619
12 C 2.7235 -1.2103 1.7175
13 C 3.1414 -2.3917 1.1097
14 C 4.3987 -2.9013 1.3987
15 C 5.2367 -2.2239 2.2734
16 C 4.8171 -1.0442 2.8779
17 C 3.5547 -0.5403 2.6131
18 C 1.1139 1.3013 -2.4633
19 C 0.0398 2.0190 -1.9595
20 C -0.7593 2.7507 -2.8246
21 C -0.4562 2.7773 -4.1748
22 C 0.6524 2.0937 -4.6542
23 C 1.4718 1.3458 -3.8153
24 C 2.6803 0.6537 -4.3877
25 C 4.0592 -1.8897 -2.1368
26 C 5.1740 -1.0083 -1.6310
27 C 4.3707 -3.1103 -2.7138
28 H 2.8768 -5.8501 -4.1065
29 H 4.3360 -5.8892 -3.1124
30 H 4.3768 -5.1301 -4.6968
31 H 1.2789 -4.2288 -3.4671
32 H -0.3774 -2.7684 -2.9286
33 H 0.0191 -1.0525 -2.9691
34 H -0.1106 -1.8804 -1.4292
35 H 2.4777 -2.9187 0.4352
36 H 4.7204 -3.8282 0.9425
37 H 6.2190 -2.6205 2.4939
38 H 5.4723 -0.5235 3.5631
39 H 3.2047 0.3695 3.0848
40 H -0.1810 2.0167 -0.9009
41 H -1.6076 3.2979 -2.4355
42 H -1.0697 3.3471 -4.8601
43 H 0.8996 2.1456 -5.7073
44 H 2.9096 1.0606 -5.3706
45 H 2.5284 -0.4212 -4.4936
46 H 3.5670 0.8028 -3.7645
47 H 5.1740 -0.0252 -2.1087
48 H 6.1390 -1.4653 -1.8410
49 H 5.1092 -0.8588 -0.5500
50 H 5.4120 -3.4018 -2.7940
51 C -1.9000 4.4618 3.1059
52 N -2.4951 3.2539 2.5514
53 C -2.7995 3.3172 1.1361
54 C -2.4089 2.0705 3.1948
55 N -2.2380 0.9338 2.5526
56 N -2.5464 2.0835 4.5460
57 C -3.4473 3.0020 5.2251
58 C -2.0334 0.9889 5.3514
59 H -1.1356 4.8240 2.4163
60 H -1.4186 4.2443 4.0546
61 H -2.6496 5.2429 3.2492
62 H -3.4005 4.2091 0.9508
63 H -3.3582 2.4358 0.8382
64 H -1.8858 3.3706 0.5374
65 H -2.4850 0.1353 3.1204
66 H -3.9959 3.5925 4.4973
67 H -2.9053 3.6746 5.8929
68 H -4.1646 2.4314 5.8188
69 H -1.1574 0.5539 4.8739
70 H -2.7843 0.2091 5.5176
71 H -1.7352 1.3811 6.3234
72 Cl 0.4504 2.3140 1.6839
73 C -5.0151 -0.4684 1.9045
74 Si -4.6592 -0.3527 0.0771
75 C -5.5736 1.0752 -0.7029
76 C -5.1448 -1.9466 -0.7600
77 Se -2.4137 -0.1581 -0.5119
78 H -6.0563 -0.7786 2.0303
79 H -4.8795 0.4837 2.4150
80 H -4.3850 -1.2212 2.3818
81 H -6.6499 0.9286 -0.5797
82 H -5.3631 1.1209 -1.7730
83 H -5.3171 2.0405 -0.2654
84 H -6.2170 -2.1205 -0.6389
85 H -4.6133 -2.7990 -0.3337
86 H -4.9273 -1.9118 -1.8288

These are the Löwdin partial charges, in e, on atoms 1 to 8: number 1, Ir, carries 0.7594; number 2, C, carries -0.0340; number 3, C, carries -0.2407; number 4, C, carries 0.0059; number 5, C, carries -0.2787; number 6, C, carries -0.0545; number 7, C, carries -0.3681; number 8, Te, carries 1.9055